Record 1
{
  "formula": "C25H42BClF3IN10NbO4S",
  "method": "the ωB97M-V functional and the def2-TZVPD basis",
  "homo_energy_ha": -0.187,
  "e_above_lowest_kcal_mol": 0.00,
  "total_charge": -1,
  "orbital_gap_ha": 0.2452,
  "symbols": ["N", "B", "O", "Nb", "C", "C", "C", "C", "S", "O", "O", "Cl", "C", "C", "O", "I", "C", "F", "F", "F", "H", "H", "H", "H", "H", "H", "H", "H", "H", "H", "H", "H", "H", "H", "H", "C", "C", "N", "H", "H", "H", "C", "C", "N", "H", "H", "H", "C", "C", "N", "H", "H", "H", "C", "C", "N", "H", "H", "H", "C", "C", "N", "H", "H", "H", "C", "C", "N", "H", "H", "H", "C", "C", "N", "H", "H", "H", "C", "C", "N", "H", "H", "H", "C", "C", "N", "H", "H", "H"],
  "coordinates": [[3.376, -2.709, 0.206], [3.557, -1.463, 0.875], [3.400, -1.396, 2.255], [4.004, 0.640, -0.110], [2.572, 1.789, 1.182], [1.074, 1.853, 0.787], [0.305, 0.691, 1.442], [-0.912, 0.103, 0.693], [-1.885, 1.249, -0.229], [-3.216, 0.705, -0.330], [-1.841, 2.570, 0.315], [-1.145, 1.214, -2.111], [4.694, 2.545, -1.292], [5.717, 2.347, -2.306], [5.653, 2.359, -3.493], [7.740, 1.995, -1.416], [2.455, -0.014, -1.779], [3.093, -0.869, -2.662], [2.008, 0.989, -2.588], [1.320, -0.729, -1.450], [3.888, -3.505, 0.580], [3.661, -2.598, -0.761], [4.193, -1.026, 2.668], [5.297, -0.238, -1.080], [5.294, 0.914, 1.067], [2.629, 1.314, 2.172], [2.945, 2.812, 1.325], [0.896, 1.913, -0.291], [0.667, 2.778, 1.202], [-0.078, 1.043, 2.401], [0.974, -0.140, 1.668], [-0.617, -0.745, 0.076], [-1.608, -0.300, 1.434], [5.076, 3.206, -0.511], [3.805, 2.991, -1.750], [-4.584, 4.631, 0.137], [-4.824, 5.931, -0.473], [-5.019, 6.964, -0.934], [-3.584, 4.275, -0.105], [-4.676, 4.707, 1.220], [-5.312, 3.909, -0.230], [-4.770, -1.340, -2.392], [-4.412, -2.640, -1.848], [-4.144, -3.664, -1.405], [-5.849, -1.280, -2.517], [-4.434, -0.558, -1.713], [-4.293, -1.198, -3.361], [-5.641, -2.339, 1.790], [-4.412, -1.862, 2.409], [-3.444, -1.486, 2.894], [-5.463, -2.554, 0.737], [-5.971, -3.250, 2.286], [-6.418, -1.582, 1.879], [-6.176, -0.761, -6.294], [-6.820, -1.290, -5.100], [-7.313, -1.706, -4.153], [-6.032, -1.558, -7.020], [-6.796, 0.017, -6.735], [-5.207, -0.337, -6.034], [-5.928, 7.621, 2.830], [-5.637, 6.315, 3.405], [-5.407, 5.283, 3.849], [-7.005, 7.755, 2.746], [-5.519, 8.405, 3.465], [-5.484, 7.697, 1.837], [7.720, 2.310, 4.010], [6.544, 1.544, 3.625], [5.612, 0.951, 3.321], [7.431, 3.331, 4.252], [8.189, 1.856, 4.881], [8.433, 2.328, 3.187], [3.789, -6.623, -0.851], [4.511, -5.869, 0.165], [5.088, -5.238, 0.931], [2.829, -6.148, -1.052], [4.367, -6.639, -1.773], [3.627, -7.644, -0.510], [1.184, -3.718, 3.557], [1.119, -2.387, 4.140], [1.081, -1.329, 4.579], [2.018, -3.755, 2.856], [1.329, -4.462, 4.338], [0.259, -3.934, 3.024], [0.968, -3.065, -3.888], [1.282, -4.335, -3.248], [1.529, -5.338, -2.749], [-0.110, -2.963, -4.003], [1.349, -2.244, -3.282], [1.437, -3.021, -4.870]],
  "forces_ev_per_a": [[0.60, 0.36, -0.27], [0.30, -0.52, -0.63], [0.57, -0.50, -0.04], [-1.23, 2.35, 0.63], [-0.10, -0.03, -0.14], [0.17, 0.09, 0.45], [-0.44, 0.29, -0.11], [1.04, -0.37, 0.59], [-1.74, -0.25, 0.92], [0.11, -0.34, -0.43], [0.76, 0.20, -0.30], [0.20, 0.16, -0.07], [0.56, -0.25, -0.57], [-0.60, 0.38, -0.58], [0.11, -0.26, 0.46], [0.20, 0.08, 0.10], [0.58, -0.90, -0.18], [-0.06, -0.16, -0.22], [-0.24, 0.27, 0.00], [-0.31, 0.15, 0.07], [-0.48, 0.08, 0.31], [-0.25, -0.17, -0.07], [-0.33, 0.52, 0.14], [0.13, -0.12, 0.16], [0.35, -0.62, 0.00], [0.13, 0.08, 0.02], [0.12, -0.04, -0.01], [0.19, -0.15, -0.03], [-0.16, 0.01, -0.20], [0.19, -0.05, 0.08], [-0.02, -0.04, -0.11], [-0.15, 0.29, -0.45], [-0.29, 0.20, -0.16], [-0.03, -0.34, 0.27], [-0.03, -0.14, -0.06], [0.08, -0.10, -0.01], [-0.01, -0.04, 0.07], [-0.04, 0.11, 0.00], [0.00, -0.02, 0.03], [0.01, -0.03, 0.00], [0.01, -0.01, 0.00], [0.00, 0.21, 0.15], [-0.02, 0.03, -0.04], [0.01, -0.13, 0.08], [0.11, -0.04, 0.04], [0.10, 0.00, -0.01], [0.02, -0.01, 0.01], [-0.04, 0.00, -0.02], [-0.04, 0.00, -0.07], [0.14, 0.04, 0.04], [0.02, -0.04, 0.02], [-0.01, 0.00, -0.02], [0.01, 0.00, 0.00], [0.02, 0.02, -0.04], [-0.03, -0.01, -0.08], [-0.21, -0.04, -0.09], [0.01, 0.01, 0.00], [0.01, 0.00, 0.00], [0.00, 0.00, 0.00], [0.01, 0.07, -0.06], [-0.01, 0.07, -0.03], [0.00, -0.11, 0.03], [0.00, 0.01, -0.01], [0.00, 0.00, 0.00], [-0.02, 0.00, 0.00], [0.08, 0.03, -0.08], [0.03, 0.07, 0.07], [-0.11, -0.25, 0.47], [0.01, 0.00, 0.00], [0.00, 0.01, 0.00], [-0.01, 0.01, -0.01], [-0.07, -0.01, 0.12], [0.10, -0.03, -0.13], [0.06, -0.18, 0.14], [0.08, -0.05, -0.03], [-0.02, 0.01, -0.01], [0.00, 0.00, 0.00], [0.07, -0.04, -0.10], [0.02, 0.09, -0.04], [-0.10, 0.06, 0.15], [-0.01, 0.02, -0.01], [0.00, 0.00, -0.01], [0.01, 0.00, 0.00], [0.04, 0.09, 0.02], [-0.04, 0.06, -0.04], [-0.05, -0.05, -0.05], [0.00, -0.02, 0.04], [-0.03, -0.05, -0.02], [0.01, -0.02, 0.01]]
}

=====

Record 2
{
  "formula": "C3H4N2O",
  "method": "the ωB97M-V functional and the def2-TZVPD basis",
  "homo_energy_ha": -0.283,
  "e_above_lowest_kcal_mol": 104.96,
  "orbital_gap_ha": 0.2796,
  "symbols": ["N", "C", "C", "N", "C", "O", "H", "H", "H", "H"],
  "coordinates": [[1.581, 0.211, 0.128], [0.142, 0.060, 0.025], [-0.611, 1.018, 0.594], [-1.930, 0.513, 0.299], [-1.785, -0.585, -0.347], [-0.493, -0.986, -0.587], [2.087, -0.476, 0.695], [2.102, 0.380, -0.739], [1.463, 1.107, 0.660], [-2.555, -1.242, -0.729]],
  "forces_ev_per_a": [[0.20, -0.03, -0.02], [-0.05, 0.39, 0.23], [-0.12, -0.33, -0.20], [-0.07, -0.28, -0.17], [-0.36, 0.09, 0.06], [0.16, 0.23, 0.14], [-0.18, 0.03, -0.09], [-0.19, -0.08, 0.06], [0.46, -0.03, -0.01], [0.13, 0.01, 0.00]]
}

=====

Record 3
{
  "formula": "CH6N3PS",
  "method": "the ωB97M-V functional and the def2-TZVPD basis",
  "homo_energy_ha": -0.305,
  "smiles": "C=NP(N)(N)=S",
  "e_above_lowest_kcal_mol": 33.25,
  "orbital_gap_ha": 0.3168,
  "symbols": ["C", "N", "P", "N", "N", "S", "H", "H", "H", "H", "H", "H"],
  "coordinates": [[-1.388, 1.771, 0.073], [-1.059, 0.606, -0.172], [0.637, 0.203, -0.516], [0.750, -0.558, 0.989], [0.524, -1.168, -1.471], [2.318, 1.584, -1.395], [-2.375, 2.069, 0.534], [-0.732, 2.565, -0.078], [1.572, -1.069, 1.120], [0.436, -0.043, 1.778], [-0.436, -1.410, -1.238], [0.773, -1.027, -2.426]],
  "forces_ev_per_a": [[-1.93, 1.28, 1.11], [1.20, -1.80, -0.77], [1.90, 1.17, -0.58], [-0.69, 0.90, -1.48], [-0.29, 1.07, 1.47], [-3.32, -2.29, 1.77], [0.69, -0.72, -0.75], [1.28, 1.71, -0.23], [1.46, -0.79, 0.41], [-0.05, 0.38, 0.63], [-0.07, -0.94, -0.89], [-0.19, 0.03, -0.70]]
}

=====

Record 4
{
  "formula": "C5H8O",
  "method": "the ωB97M-V functional and the def2-TZVPD basis",
  "homo_energy_ha": -0.355,
  "smiles": "CC(=O)C1CC1",
  "e_above_lowest_kcal_mol": 19.65,
  "orbital_gap_ha": 0.3950,
  "symbols": ["C", "C", "O", "C", "C", "C", "H", "H", "H", "H", "H", "H", "H", "H"],
  "coordinates": [[-2.099, 0.020, 0.467], [-0.755, 0.577, 0.044], [-0.530, 1.771, 0.079], [0.299, -0.403, -0.362], [1.574, 0.157, -0.927], [1.565, -0.348, 0.473], [-2.789, 0.061, -0.384], [-2.036, -1.021, 0.804], [-2.502, 0.654, 1.260], [-0.039, -1.386, -0.683], [1.579, 1.236, -1.056], [2.097, -0.417, -1.685], [2.052, -1.291, 0.700], [1.585, 0.389, 1.270]],
  "forces_ev_per_a": [[-0.04, 0.01, 0.04], [0.05, 0.19, 0.05], [-0.11, -0.43, 0.04], [-0.16, -0.02, -0.10], [0.11, 0.08, -0.14], [0.17, -0.01, 0.18], [0.12, -0.01, 0.09], [0.03, 0.22, -0.07], [0.01, -0.11, -0.14], [0.06, 0.20, 0.09], [0.01, -0.20, 0.00], [-0.14, 0.05, 0.13], [-0.07, 0.13, -0.06], [-0.02, -0.10, -0.10]]
}